{
  "formula": "C14H18N2O4",
  "method": "ωB97M-V/def2-TZVPD",
  "mol_weight_g_mol": 278.3,
  "total_energy_ha": -954.77915,
  "fmax_ev_per_a": 0.68,
  "lumo_ev": 0.57,
  "elements": ["O", "C", "O", "H", "C", "H", "H", "C", "C", "O", "N", "C", "C", "C", "C", "C", "C", "N", "C", "H", "C", "H", "O", "C", "H", "C", "H", "H", "H", "H", "H", "H", "H", "H", "H", "H", "H", "H"],
  "coordinates": [[-4.801281, -0.533995, 1.442725], [-3.799280, -0.702437, 0.802165], [-3.011792, -1.775522, 0.988222], [-3.391115, -2.346264, 1.674431], [-3.296453, 0.207157, -0.284370], [-3.503139, -0.270910, -1.246562], [-3.861893, 1.138338, -0.248900], [-1.793971, 0.464568, -0.194285], [-1.269059, 1.043027, -1.490951], [-1.903718, 1.075292, -2.523221], [-0.000886, 1.538854, -1.446718], [0.850273, 1.666884, -0.323871], [1.229765, 2.950753, 0.044993], [2.015617, 3.177808, 1.158278], [2.423277, 2.096540, 1.919003], [2.090211, 0.811196, 1.540389], [1.326188, 0.551124, 0.397578], [0.982533, -0.739024, 0.009956], [1.226813, -1.168568, -1.356962], [0.460159, -1.902451, -1.627864], [2.610371, -1.823683, -1.464015], [3.386143, -1.074672, -1.234842], [2.729446, -2.921323, -0.587225], [2.525654, -2.523465, 0.750619], [3.324110, -1.828285, 1.052895], [1.151570, -1.859364, 0.914980], [0.382763, -2.596586, 0.654597], [0.987752, -1.540794, 1.943801], [2.592072, -3.431595, 1.352108], [2.774254, -2.217893, -2.467913], [1.168249, -0.326212, -2.041698], [2.455343, -0.008507, 2.138264], [3.023534, 2.249624, 2.803160], [2.292469, 4.182964, 1.434001], [0.873178, 3.781425, -0.547298], [0.256024, 2.077448, -2.265785], [-1.271093, -0.474149, -0.006569], [-1.559092, 1.146714, 0.625154]],
  "forces_ev_per_a": [[-0.13, 0.04, 0.06], [-0.34, 0.25, 0.11], [0.50, -0.45, -0.08], [-0.16, 0.26, -0.08], [0.21, 0.03, -0.05], [-0.05, 0.03, 0.06], [-0.05, -0.16, 0.01], [-0.44, -0.10, -0.20], [-0.03, -0.11, 0.38], [-0.24, -0.03, -0.22], [0.40, 0.36, -0.36], [0.11, 0.07, 0.21], [0.03, -0.08, 0.07], [0.06, 0.04, 0.00], [-0.01, 0.09, 0.00], [-0.03, -0.11, 0.00], [0.00, 0.26, 0.00], [-0.05, -0.16, 0.03], [0.49, -0.18, -0.26], [0.01, 0.04, -0.07], [-0.26, 0.22, -0.20], [-0.05, -0.05, -0.05], [-0.02, -0.15, 0.00], [-0.20, 0.08, 0.23], [-0.06, -0.07, 0.01], [0.28, -0.17, 0.05], [0.04, 0.01, 0.09], [-0.03, -0.04, 0.01], [0.01, 0.09, 0.04], [0.01, 0.09, 0.01], [-0.03, -0.10, 0.02], [0.03, -0.10, 0.01], [0.05, 0.00, 0.08], [0.02, 0.10, 0.03], [-0.08, 0.07, -0.04], [-0.11, -0.17, 0.04], [0.04, 0.16, 0.02], [0.07, -0.06, 0.04]],
  "mulliken_charge": [-0.58, 0.43, -0.42, 0.33, -0.53, 0.35, 0.33, -0.36, 0.36, -0.69, -0.11, 0.20, -0.48, -0.64, -0.90, -0.80, 0.73, 0.68, -0.69, 0.30, -0.72, 0.32, -0.42, -0.45, 0.33, -1.12, 0.28, 0.65, 0.38, 0.38, 0.49, 0.34, 0.40, 0.39, 0.44, 0.25, 0.09, 0.45]
}

=====

{
  "formula": "C14H18N2O4",
  "method": "ωB97M-V/def2-TZVPD",
  "mol_weight_g_mol": 278.3,
  "total_energy_ha": -954.80310,
  "fmax_ev_per_a": 1.20,
  "lumo_ev": 0.50,
  "elements": ["C", "C", "C", "C", "C", "C", "C", "C", "C", "C", "C", "C", "C", "C", "H", "H", "H", "H", "H", "H", "H", "H", "H", "H", "H", "H", "H", "H", "H", "H", "H", "H", "N", "N", "O", "O", "O", "O"],
  "coordinates": [[-1.531009, -0.012914, 1.539242], [-1.209035, -0.897792, 0.329008], [-0.761821, -0.502454, 2.808815], [-1.874118, -0.783143, 3.820342], [-3.074908, -1.076083, 2.940963], [0.483216, -1.454656, -1.377314], [0.544799, -2.999749, -1.351710], [1.835012, -0.887089, -1.796810], [1.841722, 0.628109, -1.801760], [1.143933, 1.338935, -2.779302], [2.542901, 1.350005, -0.827838], [1.128616, 2.731477, -2.771249], [2.533458, 2.739433, -0.817448], [1.809027, 3.436103, -1.784255], [-3.472343, -0.282590, 1.079491], [-1.229452, 1.008851, 1.258626], [-0.025693, 0.257331, 3.131605], [-0.214264, -1.417977, 2.608886], [-2.069270, 0.099664, 4.459824], [-1.622238, -1.642221, 4.493577], [-3.027391, -2.099924, 2.539235], [-4.038932, -0.938705, 3.478542], [0.752525, -0.324952, 0.367679], [-0.297730, -1.143211, -2.103140], [2.597984, -1.293904, -1.136084], [2.071895, -1.273853, -2.807982], [0.580466, 0.785800, -3.572531], [3.112187, 0.825082, -0.088735], [0.583653, 3.285132, -3.551737], [3.061876, 3.293787, -0.069132], [1.332195, 5.142350, -2.449491], [-1.306612, -2.949081, -0.896723], [-2.936020, -0.063290, 1.894915], [0.073413, -0.931835, -0.085489], [-2.103790, -1.507984, -0.280068], [1.548202, -3.619269, -1.590562], [1.833466, 4.796820, -1.731090], [-0.615916, -3.616202, -1.080301]],
  "forces_ev_per_a": [[0.43, -0.23, -0.04], [-0.68, -0.01, -0.54], [0.18, 0.66, -0.08], [0.22, -0.37, 1.12], [-0.68, 0.19, 0.26], [-0.42, -0.26, -0.51], [-0.18, -0.30, -0.23], [-0.02, 0.13, -0.51], [0.16, -0.05, 0.03], [-0.40, -0.27, -0.38], [-0.51, 0.34, -0.68], [-0.32, 0.10, -0.41], [-0.43, -0.20, -0.33], [0.30, -0.40, 0.13], [-0.41, -0.15, -0.41], [-0.08, -0.19, 0.08], [-0.41, -0.40, 0.01], [0.10, -0.12, -0.16], [0.06, -0.42, -0.38], [-0.19, 0.74, -0.54], [-0.02, 0.06, 0.09], [0.59, -0.18, -0.36], [-0.36, -0.18, -0.01], [0.33, -0.31, 0.21], [0.11, 0.07, 0.07], [-0.17, 0.14, 0.56], [0.59, 0.57, 0.76], [0.27, -0.26, 0.35], [0.24, -0.31, 0.38], [0.23, 0.20, 0.27], [-0.61, 0.50, -0.86], [-0.28, 0.22, 0.06], [0.39, 0.21, 0.34], [0.41, 0.36, 0.46], [0.68, 0.27, 0.42], [-0.27, 0.26, 0.13], [0.54, -0.45, 0.82], [0.61, 0.06, -0.09]],
  "mulliken_charge": [0.02, 0.44, -0.74, -0.58, -0.52, -0.06, 0.54, -1.24, 0.18, -0.52, -0.24, -0.60, -0.77, 0.90, 0.32, 0.45, 0.34, 0.33, 0.27, 0.32, 0.26, 0.34, 0.30, 0.28, 0.41, 0.45, 0.33, 0.46, 0.25, 0.44, 0.27, 0.38, -0.56, 0.01, -0.83, -0.58, -0.53, -0.52]
}

=====

{
  "formula": "C14H18N4O3S2",
  "method": "ωB97M-V/def2-TZVPD",
  "mol_weight_g_mol": 354.5,
  "total_energy_ha": -1785.40341,
  "fmax_ev_per_a": 1.51,
  "lumo_ev": 0.23,
  "elements": ["C", "C", "C", "C", "C", "C", "C", "N", "S", "O", "O", "C", "N", "N", "C", "N", "C", "O", "C", "H", "H", "C", "C", "H", "H", "H", "C", "H", "H", "H", "H", "H", "S", "H", "H", "H", "H", "H", "H", "H", "H"],
  "coordinates": [[4.006685, 1.298737, -1.803712], [3.255806, 1.427815, -0.512276], [2.426376, 2.514452, -0.275238], [1.691028, 2.621393, 0.892517], [1.784822, 1.632185, 1.855719], [2.616056, 0.546170, 1.649689], [3.349421, 0.440311, 0.474190], [4.157709, -0.696063, 0.291411], [3.420290, -2.177721, 0.475778], [3.136400, -2.439043, 1.849079], [4.194421, -3.121342, -0.263549], [1.850285, -1.887468, -0.328299], [1.762124, -1.334839, -1.488091], [0.516881, -1.092468, -1.867914], [-0.353292, -1.453647, -0.975497], [-1.697305, -1.297236, -1.131992], [-2.580034, -1.662091, -0.138922], [-2.171503, -2.156228, 0.886359], [-4.022572, -1.370389, -0.445547], [-4.186136, -1.378003, -1.524002], [-4.627883, -2.153621, 0.012445], [-4.462352, -0.008215, 0.137050], [-3.617386, 1.136604, -0.417125], [-2.586050, 1.059422, -0.079529], [-4.013189, 2.087840, -0.069858], [-3.632649, 1.144929, -1.505404], [-4.414284, -0.030127, 1.661309], [-5.072656, -0.800631, 2.054574], [-4.732315, 0.929675, 2.060804], [-3.406244, -0.234072, 2.012557], [-5.500737, 0.146677, -0.176839], [-2.008656, -0.866927, -1.991345], [0.333957, -2.157579, 0.470974], [4.696886, -0.690426, -0.561121], [2.701284, -0.237438, 2.385067], [1.214166, 1.702803, 2.769181], [1.046073, 3.473343, 1.047261], [2.345629, 3.284252, -1.029126], [3.803514, 2.153725, -2.443108], [5.081815, 1.250518, -1.630068], [3.693609, 0.394727, -2.327399]],
  "forces_ev_per_a": [[-0.06, -0.03, 0.10], [0.09, -0.12, 0.00], [0.02, -0.05, 0.06], [-0.07, 0.04, 0.05], [-0.05, 0.01, -0.04], [0.06, 0.11, 0.01], [-0.46, 0.76, 0.41], [0.01, -0.82, -0.04], [0.29, -0.08, -0.55], [-0.26, 0.23, 0.06], [0.04, 0.19, -0.19], [-0.37, -0.22, 0.52], [1.48, -0.20, 0.18], [-1.21, 0.33, -0.64], [0.76, -0.52, 1.04], [-0.21, 0.02, -0.19], [-0.34, 0.13, -0.59], [-0.16, -0.13, 0.35], [-0.24, 0.12, 0.22], [-0.01, -0.04, -0.04], [0.07, -0.06, -0.08], [0.12, 0.02, 0.03], [-0.27, -0.10, 0.09], [0.14, 0.04, 0.02], [0.01, 0.12, 0.01], [0.05, 0.05, -0.15], [-0.10, 0.03, -0.19], [-0.04, -0.09, 0.11], [-0.03, 0.10, 0.07], [0.09, -0.01, 0.09], [0.08, -0.06, -0.01], [0.00, -0.06, 0.11], [0.33, 0.26, -0.62], [0.09, -0.14, -0.15], [0.01, 0.03, 0.14], [-0.04, 0.01, 0.09], [-0.05, 0.08, 0.02], [0.02, 0.06, -0.09], [0.05, 0.02, -0.06], [0.13, 0.01, -0.08], [0.02, -0.06, -0.09]],
  "mulliken_charge": [-1.73, 1.17, -0.70, -0.69, -0.65, -0.29, 0.03, -0.33, 1.12, -0.62, -0.68, 0.38, -0.01, -0.79, 0.33, -0.06, 0.63, -0.63, -1.03, 0.38, 0.39, 0.67, -1.50, 0.32, 0.44, 0.34, -1.38, 0.35, 0.40, 0.28, 0.33, 0.27, 0.00, 0.38, 0.54, 0.42, 0.41, 0.34, 0.39, 0.40, 0.37]
}